A cluster of 20 separate species, C68H183N7O40 in total in a non-equilibrium geometry, computed with ωB97M-V/def2-TZVPD.

Last column: Löwdin charge in e.
CARTESIAN COORDINATES (ANGSTROEM)
1 C -3.497 -2.984 -12.222  -0.143
2 O 1.051 -5.724 1.426  -0.101
3 H -4.798 4.269 4.513  0.085
4 O -6.139 3.442 3.405  -0.219
5 H -1.980 -1.087 -5.941  0.066
6 H 1.833 -3.248 -0.315  0.092
7 H -1.658 3.897 -0.623  0.108
8 H 1.302 4.814 -7.434  0.106
9 C -2.581 1.270 -8.243  -0.205
10 H -5.978 -4.586 2.154  0.115
11 C 1.764 2.208 -0.834  -0.170
12 H 4.191 -0.458 2.177  0.088
13 C -2.901 -1.927 -10.178  -0.204
14 H -7.673 4.501 2.370  0.126
15 O 0.252 4.902 -3.868  -0.100
16 H -3.627 2.985 -7.675  0.092
17 H -3.270 2.753 0.604  0.106
18 H -7.878 0.615 -0.954  0.117
19 C -8.025 2.349 2.405  -0.145
20 O -2.420 5.855 -0.375  -0.039
21 H 0.780 -5.616 4.100  0.106
22 H 4.974 -3.119 -1.047  0.094
23 H 5.584 -4.926 7.853  0.110
24 H -3.129 -0.699 -7.827  0.095
25 O 7.563 4.958 4.422  -0.082
26 H -5.170 -3.188 4.342  0.064
27 H 3.059 6.813 -4.483  0.123
28 H -3.219 0.827 -5.301  0.058
29 H -2.166 -2.051 -3.182  0.058
30 H 6.566 -5.850 6.722  0.120
31 C -6.847 0.262 -0.941  -0.170
32 H 8.171 -1.981 0.315  0.075
33 C 1.370 5.819 -3.625  -0.168
34 H 1.553 -0.538 -4.686  0.119
35 H 1.904 5.432 -2.757  0.108
36 H 6.988 -1.672 6.086  0.127
37 C 2.120 1.296 7.160  -0.239
38 H -3.266 -3.639 3.238  0.091
39 C -4.060 0.663 3.890  -0.204
40 H -3.411 0.275 -0.567  0.118
41 C -8.142 -0.068 2.599  -0.154
42 H 6.693 3.396 -0.552  0.118
43 H 4.889 -0.189 -1.081  0.124
44 H 7.433 1.074 1.339  0.063
45 H 1.985 -1.509 1.408  0.099
46 H -5.112 -3.153 -1.055  0.089
47 H -8.157 -0.864 1.854  0.103
48 H 0.862 -5.324 -2.152  0.114
49 H 6.171 -7.268 8.073  0.077
50 O -3.572 -1.840 -11.440  -0.181
51 H -4.208 -0.362 -9.506  0.130
52 O 8.094 0.407 1.140  -0.093
53 H 3.676 -0.010 5.716  0.090
54 H 1.507 5.514 1.280  0.094
55 C 0.890 2.292 5.439  -0.082
56 H 1.159 2.315 1.121  0.118
57 C -3.148 -0.552 -9.680  -0.259
58 O 6.373 7.487 3.645  -0.092
59 H 2.524 -8.760 -4.203  0.093
60 H -1.069 -5.890 3.106  0.098
61 H 2.002 2.935 -1.610  0.102
62 O 5.313 -7.027 7.715  -0.064
63 O 2.418 -6.722 3.784  -0.056
64 H 0.962 6.819 -3.477  0.119
65 O 3.640 -1.714 -0.324  -0.240
66 H -1.097 4.025 -9.588  0.085
67 H -6.828 -3.134 4.842  0.090
68 H -6.348 -5.789 0.499  0.080
69 H 4.336 -4.551 5.821  0.076
70 H -0.068 0.335 2.657  0.098
71 N -2.509 -0.198 -8.447  -0.048
72 C 1.347 -2.784 7.254  -0.211
73 O -6.732 -4.937 0.282  -0.055
74 H 3.391 -5.434 -0.807  0.116
75 C -0.918 -1.071 -5.698  -0.054
76 H 1.381 0.194 -6.231  0.100
77 C 2.691 -7.012 -1.985  -0.193
78 O -6.168 1.379 -0.259  -0.125
79 H 1.033 1.868 -3.727  0.099
80 H -4.269 -0.407 3.901  0.103
81 O 5.534 -1.800 4.660  -0.187
82 H 3.128 1.008 0.271  0.091
83 N 3.856 -0.361 6.645  -0.059
84 H -3.332 -2.702 -9.545  0.128
85 H 3.675 -7.430 -2.198  0.124
86 C -1.698 0.063 0.859  -0.205
87 H 1.029 -2.126 8.063  0.116
88 C 2.729 -5.524 -1.669  -0.195
89 H -2.533 -4.433 5.101  0.099
90 H 3.224 5.568 1.815  0.087
91 H 5.717 0.393 6.410  0.120
92 C 5.903 -1.763 6.037  -0.196
93 H 1.216 3.746 -8.822  0.125
94 H -2.890 2.974 3.907  0.071
95 H -2.609 5.708 -1.305  0.033
96 H 3.883 3.866 -1.682  0.088
97 C 1.665 -0.910 2.260  -0.166
98 C -2.238 -3.983 3.347  -0.244
99 H -3.856 2.469 -5.298  0.085
100 C 4.929 3.568 -1.743  -0.226
101 H -4.463 2.040 -8.834  0.116
102 C 1.525 1.697 -4.684  -0.153
103 O -3.225 -6.169 3.184  -0.065
104 H -6.526 1.295 0.628  -0.004
105 H 4.106 1.338 2.126  0.082
106 H -2.026 1.815 -9.006  0.108
107 H -7.836 -0.203 -3.573  0.093
108 H -4.753 1.014 -4.718  0.073
109 C 2.352 4.934 1.651  -0.053
110 H -4.516 -2.733 1.632  0.099
111 C 4.032 -0.804 -1.354  -0.160
112 C 1.428 3.062 0.374  -0.138
113 C -2.274 4.507 0.038  -0.260
114 C -4.109 1.427 -5.494  -0.113
115 H 1.565 -3.825 2.222  0.094
116 H 1.065 -3.830 7.383  0.121
117 H 7.390 4.422 5.199  0.086
118 H 3.036 -4.931 -2.530  0.125
119 C 4.494 -5.598 6.078  -0.268
120 N -0.427 -0.646 0.877  -0.015
121 H -2.521 -3.071 -1.817  0.070
122 C 8.961 -1.636 2.009  -0.233
123 C -7.092 3.579 2.342  -0.157
124 O 5.179 2.194 -2.091  -0.077
125 H 4.641 1.681 -1.483  0.012
126 H 5.246 4.308 -2.478  0.117
127 C 6.568 6.431 2.694  -0.187
128 H 5.676 4.826 -0.234  0.100
129 H -0.020 -1.832 -1.363  0.086
130 O 2.337 0.333 2.157  -0.223
131 H -0.716 -3.313 -0.671  0.112
132 C 0.131 -0.654 2.245  -0.156
133 O -0.400 3.562 -7.637  -0.205
134 O 8.198 -2.497 1.124  -0.069
135 H -6.524 1.014 2.783  0.078
136 C 1.741 2.821 -6.858  -0.186
137 N -7.331 1.051 2.177  -0.082
138 C 0.990 3.821 -7.759  -0.205
139 H 1.900 -0.421 -1.653  0.109
140 H -0.945 0.661 -2.947  0.075
141 H -6.352 1.037 -2.867  0.121
142 C -2.031 -5.444 2.852  -0.184
143 H -8.310 -1.198 4.455  0.113
144 H 1.257 -5.563 0.502  0.008
145 H -3.946 -4.174 0.953  0.102
146 C 1.428 -3.607 -1.261  -0.165
147 H -2.432 -3.645 -3.583  0.092
148 H -5.417 -0.509 -2.506  0.112
149 N 1.404 -5.049 -1.345  -0.067
150 O 2.175 1.897 5.875  -0.183
151 H 0.226 -0.339 0.171  0.089
152 H 0.538 4.121 -4.348  0.020
153 H -1.892 1.484 -7.426  0.090
154 C -0.011 -2.921 -1.404  -0.174
155 C 5.670 3.755 -0.437  -0.170
156 O -4.754 -2.642 -0.325  -0.055
157 H 0.201 2.654 -5.689  0.110
158 H -4.051 -2.826 -13.147  0.088
159 O 4.775 -6.325 4.901  -0.069
160 C 3.451 0.700 7.522  -0.216
161 H -2.117 -5.416 1.765  0.110
162 H 6.913 7.255 4.404  0.067
163 O 2.551 3.955 0.641  -0.227
164 H -6.627 3.687 1.362  0.115
165 H 2.316 -4.748 4.405  0.109
166 O -5.032 1.309 4.705  -0.078
167 H 1.592 -9.132 -2.642  0.086
168 H -1.432 5.994 -3.754  0.024
169 H -2.917 6.516 -5.232  0.115
170 C 4.606 -2.698 -0.112  -0.103
171 H -0.368 -1.394 2.871  0.093
172 H -2.611 1.199 5.430  0.123
173 O 2.783 -2.883 7.227  -0.102
174 H 0.738 -8.696 -4.002  0.089
175 H 2.148 4.426 2.593  0.084
176 H -5.041 5.291 3.091  0.100
177 O -2.207 2.307 3.802  -0.056
178 O 1.774 -7.210 -3.059  -0.205
179 H -2.500 -0.445 1.394  0.115
180 H 1.021 -2.839 5.135  0.107
181 C 3.660 0.427 2.526  -0.085
182 C -7.478 -0.805 3.871  -0.163
183 H 5.813 6.630 1.934  0.103
184 O -1.930 -3.826 4.667  -0.062
185 H 7.108 -2.619 3.613  0.057
186 C 1.703 -8.511 -3.531  -0.123
187 H 1.294 0.592 7.254  0.116
188 H -1.720 4.511 0.977  0.119
189 H -2.711 0.623 -2.838  0.077
190 H 3.414 0.344 8.552  0.132
191 H -2.728 0.119 -10.429  0.131
192 H 2.003 -3.161 -2.072  0.110
193 H 2.634 4.241 -5.205  0.019
194 H 2.594 1.705 -4.473  0.123
195 H 1.321 -1.221 5.842  0.099
196 H -4.685 6.960 -3.358  0.122
197 C -2.331 0.133 -0.516  -0.187
198 H -4.738 2.681 -0.946  0.050
199 H -0.821 5.493 -8.529  0.092
200 C -2.004 -3.050 -2.776  -0.084
201 H 1.783 -7.295 3.348  0.112
202 O -1.601 1.191 -1.177  -0.226
203 C -4.657 6.036 -3.935  -0.247
204 H -0.394 -1.316 -6.622  0.084
205 H -3.285 -6.196 4.142  0.072
206 H 5.607 -2.692 6.524  0.107
207 H 6.081 -3.875 4.162  0.089
208 H 1.891 -1.444 3.184  0.108
209 C -3.904 1.955 -7.903  -0.139
210 H 0.864 1.702 -1.184  0.101
211 H -0.936 -2.719 5.732  0.033
212 C -1.133 4.450 -8.585  -0.050
213 H -1.963 2.239 -2.824  0.097
214 H -5.628 -2.016 5.544  0.096
215 H 2.283 -7.646 -1.198  0.121
216 C 5.318 -0.570 6.726  -0.175
217 C 1.049 0.283 -5.196  -0.196
218 O -0.360 0.198 -5.204  -0.213
219 H -2.079 -0.795 -1.029  0.094
220 H 4.105 1.572 7.509  0.120
221 H 3.638 0.435 3.616  0.079
222 C 6.441 5.086 3.566  -0.221
223 O 3.270 4.917 -4.959  -0.067
224 H -1.564 -3.255 2.895  0.117
225 C -2.654 1.111 4.345  -0.255
226 N 2.838 1.232 -0.670  -0.037
227 H 2.793 3.098 -6.926  0.128
228 H 4.078 3.276 0.746  -0.001
229 C 0.810 -2.175 5.973  -0.285
230 H 3.024 0.504 -2.584  0.100
231 H 4.265 -1.402 -2.235  0.125
232 H -1.817 -2.037 -10.210  0.128
233 H 5.375 -2.210 0.487  0.077
234 H -3.724 -3.974 -11.826  0.086
235 O -6.444 -1.760 3.502  -0.203
236 H -3.127 4.901 -4.795  0.102
237 H 3.131 -2.034 6.947  0.007
238 H -4.214 4.240 0.867  0.107
239 H -7.178 0.039 4.493  0.105
240 C -3.270 5.907 -4.400  -0.175
241 H 5.660 -2.768 2.836  0.074
242 H 1.882 1.988 7.968  0.123
243 O 5.027 3.129 0.767  -0.121
244 H -9.164 0.267 2.779  0.115
245 H 0.376 1.465 4.949  0.078
246 H -4.487 4.691 -2.490  0.030
247 H -6.189 5.200 4.458  0.098
248 O -5.092 4.867 -3.215  -0.064
249 H 9.340 -2.087 2.926  0.115
250 H 0.354 2.690 6.301  0.093
251 H -6.824 -3.253 1.351  0.107
252 H 9.901 -1.314 1.562  0.120
253 H -8.801 2.339 1.640  0.126
254 H -8.508 2.313 3.381  0.118
255 H 4.131 -3.496 0.458  0.071
256 O -0.580 -3.237 -2.663  -0.210
257 H -2.198 4.378 -8.365  0.064
258 H 7.041 -0.655 2.586  0.100
259 H -1.706 1.115 1.145  0.108
260 C 5.565 -5.752 7.142  -0.232
261 H 1.651 1.853 -7.350  0.113
262 O -2.249 6.127 -3.267  -0.099
263 C -4.748 -3.444 0.839  -0.238
264 H 0.511 3.597 0.124  0.110
265 C 2.397 5.992 -4.758  -0.250
266 C -6.341 0.058 -2.389  -0.265
267 H -1.950 0.324 4.077  0.095
268 H 3.473 -5.855 6.360  0.122
269 C -5.966 -2.502 4.629  -0.098
270 H 2.905 -4.939 1.977  0.106
271 C 1.876 -4.864 2.328  -0.143
272 O -4.674 1.325 -6.774  -0.175
273 N 1.185 2.820 -5.537  -0.087
274 H 8.525 0.222 3.059  0.119
275 H 6.441 4.144 3.017  0.094
276 H 1.880 6.116 -5.709  0.106
277 O -4.155 3.436 -1.053  -0.069
278 H -5.284 6.160 -4.818  0.122
279 H 1.084 3.083 4.714  0.084
280 H 5.604 -0.683 7.772  0.128
281 C 2.834 0.135 -1.576  -0.199
282 O -7.250 -0.748 -3.043  -0.060
283 C 6.065 -2.832 3.846  -0.088
284 H 5.499 5.084 4.115  0.112
285 H -5.263 2.169 4.346  0.027
286 C -6.095 -4.051 1.212  -0.229
287 C -3.524 3.731 0.194  -0.221
288 H -6.796 -0.633 -0.322  0.102
289 C -1.819 1.189 -2.567  -0.088
290 C 1.809 -5.474 3.771  -0.226
291 H 7.555 6.502 2.236  0.109
292 H -4.158 0.963 2.847  0.114
293 H -0.794 -1.880 -4.977  0.065
294 O -0.543 -1.950 6.151  -0.057
295 H -2.476 -3.098 -12.585  0.080
296 H 3.940 -6.611 4.522  0.019
297 C -5.538 4.626 3.797  -0.110
298 C 8.084 -0.463 2.335  -0.209

Forces on the atoms, in the same order (eV/Å):
1.176 -0.331 -1.649
0.531 0.631 2.460
0.567 0.304 -0.018
-0.972 0.008 -1.725
0.059 1.063 0.234
0.124 -0.156 -0.032
0.293 0.264 -0.554
-0.511 0.459 0.070
1.034 -0.718 2.007
0.090 0.159 0.282
0.438 0.270 -0.344
0.495 -0.041 -0.020
-0.585 0.533 -0.423
-0.221 0.084 0.851
0.380 1.777 0.351
-0.197 0.138 0.549
0.219 0.038 0.561
-0.337 -0.501 -0.553
0.576 -0.445 -0.194
-0.193 -1.046 -0.028
-0.162 0.529 0.046
0.260 0.028 -0.103
-0.378 0.009 0.230
0.325 0.514 1.273
0.737 1.148 0.376
0.084 0.273 -0.515
-0.386 0.433 -0.230
0.592 -0.044 -0.690
-0.062 0.543 0.253
-0.002 0.623 -0.646
0.680 1.503 0.419
-0.186 -0.011 -0.288
-0.030 -1.025 -0.750
-0.176 -0.030 0.593
0.045 0.373 0.299
0.301 -0.065 0.248
-0.430 -0.306 0.313
-0.138 -0.320 -0.774
0.518 1.113 0.257
-0.098 0.288 0.315
1.196 -2.143 0.878
-0.192 -0.199 0.309
0.359 -0.224 0.177
-0.135 0.288 -0.353
-0.135 -0.374 -0.050
-0.156 -0.190 -0.137
-0.252 0.156 -0.439
-0.646 0.032 -0.010
-0.183 -0.574 0.292
-0.038 -0.825 0.747
-0.413 -0.091 -0.965
-0.343 -0.909 0.330
-0.111 -0.240 -0.418
-0.116 0.451 0.650
0.631 0.368 -0.214
0.464 0.524 1.080
-0.164 1.384 -0.004
0.156 0.082 -0.427
0.102 -0.279 0.171
-0.256 -0.071 0.350
0.297 -0.120 -0.488
0.389 0.016 0.904
0.033 -0.643 0.077
-0.265 -0.183 0.426
-0.254 0.663 -0.551
0.692 0.213 -0.211
0.099 -0.326 0.798
-0.153 -0.349 -0.419
0.498 0.507 0.003
0.261 0.110 0.601
0.126 0.352 0.007
1.848 -0.205 -0.320
0.935 0.067 0.064
0.231 0.447 -0.080
1.349 0.345 0.052
0.205 -0.148 -0.301
-0.793 -0.474 -0.587
0.638 -1.047 -1.896
-0.025 0.043 0.125
0.371 -0.032 0.391
-0.812 -0.143 0.005
-0.632 -0.069 -0.027
0.557 -0.659 -0.410
-0.082 -0.218 0.006
0.280 0.235 -0.334
-1.408 -0.092 -1.189
-0.238 -0.270 0.317
-0.025 -1.099 0.206
0.122 0.140 0.929
0.145 -0.222 -0.519
0.843 -0.112 -0.301
0.153 -0.477 -1.290
0.656 -0.290 -0.016
-0.060 0.152 0.066
0.076 1.003 -0.793
-0.344 -0.646 0.446
-0.696 0.428 -0.020
0.981 0.034 -1.914
-0.061 0.112 0.419
0.436 -0.862 0.829
-1.013 -0.495 0.542
-0.111 -1.478 0.473
0.577 -0.334 0.565
-0.241 0.035 1.067
-0.040 -0.004 0.027
-0.509 -0.273 -0.710
-0.111 -0.134 0.045
-0.776 0.423 -0.384
-0.884 -0.540 -0.212
-0.192 0.127 0.237
-1.640 -0.097 0.696
0.319 -0.528 -0.481
0.981 -0.039 0.417
0.797 0.289 0.310
-0.250 0.078 0.410
-0.701 0.204 0.207
-0.349 0.021 -0.155
0.914 -0.240 -0.138
-0.451 1.075 -0.877
-0.799 -0.424 1.048
-0.064 -0.542 0.003
-0.661 -0.002 -0.058
-0.621 -0.941 -0.437
-0.215 0.999 -1.370
-0.519 0.094 0.392
0.879 -0.585 -0.389
-0.164 -0.855 2.212
0.330 0.281 0.160
0.662 -0.001 0.535
-2.081 0.748 -0.852
0.239 0.095 0.617
1.056 0.389 -1.220
-0.826 1.956 -1.125
1.098 0.079 0.878
0.385 0.302 0.031
0.014 -0.117 -2.214
0.466 1.034 0.289
0.016 -0.537 0.537
-0.304 -0.345 0.291
-0.158 0.450 -0.956
0.763 0.179 0.071
-1.710 1.679 -1.211
0.081 -1.063 -0.089
0.029 0.318 -0.848
0.197 -0.343 -0.877
-2.348 1.746 -0.322
0.227 -0.803 0.498
0.541 0.684 0.579
-0.342 0.043 0.350
0.401 -0.560 0.847
0.057 0.449 0.164
0.586 -0.196 -0.431
-0.101 -0.206 0.516
0.087 -1.083 -0.276
-1.578 0.925 1.476
0.240 -0.336 -0.121
-0.656 0.537 -0.151
-0.440 0.064 0.265
1.147 -0.015 0.188
-0.429 0.459 0.385
0.542 0.028 -0.099
0.189 0.076 0.191
-0.484 -1.101 -0.268
0.577 -0.518 -0.071
0.159 -0.354 0.369
-0.204 -0.533 0.252
0.745 -0.789 -0.002
0.680 -0.409 0.394
-0.599 0.715 0.129
-0.083 0.195 0.715
-0.142 -0.129 -0.089
-0.330 -0.307 0.243
-0.723 -0.790 0.153
0.091 0.500 -0.540
-0.315 0.171 0.191
-0.262 -0.391 -0.618
0.232 0.814 -0.919
0.239 1.579 -0.575
0.472 -0.361 0.936
0.066 0.046 -0.303
0.323 -0.893 0.929
-1.320 1.213 -0.948
-0.088 -0.731 0.045
0.102 -0.741 2.748
0.420 0.070 0.396
-0.822 -0.548 0.748
-0.057 -0.530 -0.493
-0.211 0.014 0.322
-0.210 0.025 -0.069
-0.035 -0.055 0.100
-0.431 0.044 -0.339
0.442 0.068 -0.125
0.263 -0.906 -0.024
0.123 -0.242 -0.153
0.089 0.070 -0.325
-0.493 0.028 0.384
2.155 0.191 -0.710
-0.440 -0.274 0.222
0.239 -0.155 0.004
1.042 1.259 -0.405
0.264 -0.429 -0.189
-1.165 -0.398 1.043
-0.260 -0.183 0.491
0.008 -0.160 -0.073
-0.168 -0.364 0.163
-0.146 -0.101 0.127
-0.775 0.052 0.671
0.391 0.093 0.253
0.135 -0.716 0.786
-0.432 -0.031 0.242
-0.886 0.054 -0.049
-0.165 -1.582 1.024
0.332 -0.117 -0.691
-0.197 0.839 -0.285
0.131 0.368 0.802
-0.650 0.870 0.436
0.537 0.806 -0.878
-1.345 -0.663 0.137
-0.284 -0.302 -0.182
0.717 0.040 -0.060
0.798 0.125 0.261
-0.260 -0.393 -1.530
0.012 -0.728 0.279
-0.098 -0.242 -0.883
-0.378 -1.817 0.497
0.313 0.864 0.326
0.158 -0.024 0.473
-0.544 0.439 -0.425
1.116 -0.101 0.852
-0.213 0.385 -0.268
0.025 0.164 -0.308
0.165 -0.457 -0.545
0.681 -0.582 -0.069
-0.611 0.239 0.767
-0.237 1.861 0.664
0.065 -0.403 0.289
0.316 0.890 -0.134
-0.227 0.125 0.107
1.075 -0.227 0.205
3.096 -0.673 0.677
-0.737 0.030 0.262
0.027 0.784 -0.130
2.436 -0.184 -1.491
-0.018 -0.278 0.342
-0.264 -0.015 0.148
0.141 -0.265 0.468
-0.458 0.363 -0.346
-0.180 1.231 -1.070
-0.739 -0.842 -0.021
-0.453 0.039 -0.197
0.183 0.130 0.138
-0.167 0.335 -0.495
-0.074 0.677 -0.011
-0.127 0.272 0.223
0.132 -0.042 0.143
-0.481 -1.125 -0.919
0.128 0.148 0.541
0.218 -0.572 0.147
0.506 0.167 0.779
-0.689 -0.927 -0.876
0.038 -0.290 0.034
-2.504 -0.220 -1.868
-0.490 0.438 0.753
0.132 0.476 0.080
-0.322 0.099 0.390
-0.288 0.595 1.189
0.245 0.120 -0.166
0.173 -0.424 1.092
-1.207 -1.093 -0.411
0.236 0.043 0.219
-0.928 -1.839 -0.891
0.497 0.249 -2.468
-0.640 -0.296 0.234
0.099 -0.583 0.795
-0.318 0.314 -0.892
-0.259 0.877 -0.016
0.621 0.974 -0.275
-0.266 -0.146 0.139
-0.385 0.001 -0.057
-0.138 0.033 0.212
1.162 -0.444 -1.094
-1.491 -1.118 -1.093
1.342 0.441 -0.645
-0.068 0.468 0.143
-0.208 0.071 -0.345
-0.681 0.371 -0.026
-1.016 -1.119 0.125
0.225 -0.170 -0.191
0.395 -0.094 0.527
-0.493 1.747 -1.755
0.124 -0.174 -0.005
-0.102 0.130 -0.327
0.467 0.096 0.223
-0.957 0.150 -0.429
0.488 -0.073 -0.023
-0.060 -0.258 -0.153
0.814 0.383 2.135
0.732 2.413 -1.038

## Properties
M: 1739.221 g mol⁻¹
largest force on an atom: 3.2 eV/Å
highest occupied orbital energy: -8.487 eV